Density functional theory data (wB97M-V/def2-TZVPD) for a cluster of 12 separate species, C29H86N14O16 in total at a distorted geometry.

Properties
Structure (SMILES) = COCCNCCOC.COCCNCCOC.COCCNCCOC.COCCNCCOC.NC(N)=O.NC(N)=O.NC(N)=O.NC(N)=O.NC(N)=O.O.O.O
Molecular weight = 887.089 Da
Gap between HOMO and LUMO = 8.56 eV
Calculated total energy = -3126.6301 Ha
2S+1 = 1
Energy relative to the best compared isomer or geometry (same formula, charge and spin) = 606.9 kJ/mol

Each line ends with the Mulliken charge.
Cartesian coordinates (Å):
C 6.778 4.907 0.915  -0.72
O 7.275 5.191 -0.304  -0.33
C 6.462 6.187 -1.024  -0.55
C 6.771 5.826 -2.541  -0.68
N 6.596 6.925 -3.533  -0.38
C 5.208 7.307 -3.649  -0.34
C 4.870 7.907 -4.996  -0.72
O 5.151 9.322 -4.912  -0.30
C 5.030 10.022 -6.125  -0.76
H 7.316 4.258 1.606  0.28
H 5.719 4.659 0.997  0.28
H 6.741 5.906 1.349  0.32
H 6.746 7.144 -0.587  0.41
H 5.393 6.102 -0.827  0.33
H 6.076 5.042 -2.842  0.30
H 7.796 5.503 -2.723  0.42
H 7.055 6.599 -4.371  0.25
H 4.810 8.021 -2.928  0.21
H 4.603 6.402 -3.592  0.38
H 3.812 7.863 -5.257  0.37
H 5.327 7.380 -5.833  0.37
H 5.467 11.014 -6.015  0.25
H 3.971 10.146 -6.354  0.29
H 5.579 9.586 -6.959  0.30
C -6.685 1.400 5.268  -0.88
O -7.694 1.383 4.292  -0.26
C -7.945 2.643 3.805  -0.60
C -9.272 2.604 3.069  -0.65
N -9.006 2.108 1.712  -0.43
C -8.748 0.619 1.770  -0.30
C -9.193 -0.114 0.452  -0.81
O -10.559 0.048 0.068  -0.42
C -11.652 -0.209 1.015  -0.52
H -5.763 1.924 5.018  0.31
H -6.430 0.407 5.638  0.28
H -6.916 1.913 6.202  0.34
H -7.121 2.886 3.133  0.33
H -8.005 3.432 4.554  0.47
H -9.457 3.677 3.025  0.47
H -10.120 2.093 3.525  0.27
H -9.642 2.381 0.977  0.29
H -9.478 0.157 2.435  0.27
H -7.710 0.376 1.997  0.32
H -9.155 -1.169 0.725  0.42
H -8.426 -0.087 -0.321  0.40
H -11.310 -1.144 1.458  0.30
H -12.641 -0.372 0.585  0.24
H -11.494 0.534 1.796  0.14
C -3.562 -4.313 -3.594  -0.85
O -3.492 -3.889 -4.896  -0.21
C -3.447 -4.990 -5.835  -0.73
C -3.505 -4.453 -7.331  -0.66
N -2.487 -3.451 -7.519  -0.24
C -2.414 -3.109 -8.964  -0.41
C -1.235 -2.104 -9.254  -0.51
O -1.150 -1.796 -10.698  -0.34
C -2.156 -0.877 -11.196  -0.77
H -2.723 -4.944 -3.303  0.35
H -4.408 -4.945 -3.325  0.33
H -3.666 -3.446 -2.941  0.24
H -4.252 -5.699 -5.639  0.43
H -2.552 -5.598 -5.712  0.37
H -4.527 -4.092 -7.448  0.34
H -3.425 -5.353 -7.940  0.41
H -2.666 -2.637 -6.948  0.22
H -3.253 -2.543 -9.368  0.26
H -2.271 -4.083 -9.431  0.27
H -0.273 -2.612 -9.182  0.23
H -1.099 -1.235 -8.610  0.35
H -3.217 -1.057 -11.024  0.30
H -2.087 -0.770 -12.278  0.31
H -2.121 0.189 -10.972  0.31
C 2.407 -2.597 1.463  -0.75
O 1.793 -1.401 1.840  -0.30
C 0.374 -1.617 2.014  -0.57
C -0.240 -0.381 2.719  -0.60
N -0.471 0.767 1.758  -0.26
C -1.372 1.761 2.308  -0.70
C -0.703 2.606 3.488  -0.50
O 0.538 2.966 2.843  -0.35
C 1.370 4.086 3.468  -0.67
H 3.458 -2.620 1.749  0.24
H 2.496 -2.481 0.382  0.27
H 1.914 -3.524 1.753  0.32
H 0.049 -2.491 2.577  0.42
H -0.066 -1.612 1.017  0.24
H 0.427 -0.052 3.516  0.31
H -1.197 -0.810 3.015  0.42
H 0.442 1.193 1.691  0.30
H -2.289 1.219 2.536  0.47
H -1.753 2.502 1.606  0.21
H -0.581 2.189 4.488  0.31
H -1.291 3.516 3.611  0.41
H 1.497 3.913 4.537  0.28
H 1.026 5.106 3.300  0.28
H 2.320 4.024 2.938  0.20
N 1.978 -6.536 6.217  -0.41
C 2.459 -7.722 6.307  0.63
N 1.741 -8.307 7.242  -0.41
O 3.334 -8.153 5.587  -0.64
H 2.534 -6.041 5.535  0.23
H 1.406 -6.183 6.971  0.19
H 1.914 -9.290 7.397  0.23
H 0.896 -7.834 7.527  0.18
N 9.941 -5.580 4.522  -0.40
C 9.049 -4.958 3.738  0.64
N 7.905 -5.368 4.188  -0.37
O 9.198 -4.047 3.009  -0.59
H 9.751 -6.287 5.219  0.15
H 10.911 -5.310 4.449  0.19
H 7.838 -6.043 4.936  0.17
H 7.157 -4.750 3.907  0.20
N 5.049 -5.398 -4.304  -0.36
C 3.787 -5.648 -4.526  0.63
N 3.307 -4.895 -5.441  -0.37
O 3.140 -6.522 -3.970  -0.67
H 5.510 -4.727 -4.902  0.16
H 5.623 -5.981 -3.712  0.22
H 2.317 -4.772 -5.600  0.23
H 3.811 -4.093 -5.791  0.17
N 3.345 0.899 7.942  -0.42
C 3.304 2.262 8.123  0.69
N 2.298 2.639 8.841  -0.41
O 4.128 3.042 7.681  -0.65
H 2.607 0.407 8.425  0.17
H 3.995 0.567 7.244  0.23
H 2.203 3.631 9.003  0.23
H 1.534 2.010 9.045  0.16
N -2.046 0.176 -2.866  -0.34
C -2.996 0.721 -3.528  0.64
N -3.159 1.890 -3.063  -0.43
O -3.556 0.242 -4.492  -0.65
H -1.941 -0.822 -2.987  0.23
H -1.681 0.688 -2.076  0.13
H -2.889 2.005 -2.097  0.16
H -4.021 2.375 -3.271  0.26
O -3.508 -4.180 5.326  -0.63
H -4.271 -3.613 5.209  0.32
H -3.134 -3.909 6.165  0.31
O 2.523 7.850 8.313  -0.64
H 3.370 7.792 7.870  0.32
H 2.533 8.708 8.737  0.32
O 3.423 -9.035 -0.136  -0.63
H 4.271 -8.596 -0.202  0.31
H 2.820 -8.463 -0.611  0.32